Entry 1:
Entry from the Open Molecules 2025 dataset: a molecular structure, C16H25BBeCl8F10N4O4S2 (wB97M-V/def2-TZVPD).

Output
- HOMO-LUMO gap (Ha) = 0.2142
- highest occupied orbital energy (eV) = -10.283

Cartesian coordinates (Å):
Be1 1.951 0.055 -2.059
B1 3.595 -1.951 -0.449
F1 3.716 -0.563 -0.379
F2 2.403 -2.202 -1.133
F3 4.704 -2.413 -1.186
F4 3.689 -2.529 0.802
C1 -1.294 2.983 -1.544
F5 -0.077 3.475 -1.808
F6 -1.435 3.258 -0.246
F7 -2.232 3.574 -2.257
S1 -1.280 1.113 -1.887
O1 -2.588 0.640 -1.560
O2 -0.824 1.046 -3.249
N1 -0.024 0.479 -0.912
S2 -0.558 -0.031 0.500
O3 -1.834 0.453 0.989
O4 -0.475 -1.473 0.636
C2 0.702 0.746 1.735
F8 0.694 0.021 2.870
F9 1.950 0.752 1.313
F10 0.327 1.984 2.047
C3 1.325 -4.166 1.194
C4 1.739 -4.376 2.590
N2 2.036 -4.555 3.685
H1 0.412 -4.659 0.860
H2 2.145 -4.527 0.577
H3 1.060 -3.113 1.108
C5 1.709 4.492 0.487
C6 2.205 3.348 -0.266
N3 2.504 2.435 -0.889
H4 2.583 4.940 0.962
H5 1.071 4.108 1.279
H6 1.234 5.219 -0.166
C7 -1.603 -1.711 -4.694
C8 -0.313 -1.745 -3.952
N4 0.674 -1.803 -3.364
H7 -2.083 -2.688 -4.687
H8 -1.290 -1.495 -5.716
H9 -2.318 -0.995 -4.298
Cl1 -2.418 -1.045 3.941
C9 -1.823 -2.679 3.829
C10 -0.527 -2.915 4.561
Cl2 -0.656 -2.589 6.272
H10 -1.692 -3.014 2.799
H11 -2.576 -3.323 4.287
H12 0.199 -2.295 4.036
H13 -0.318 -3.979 4.474
Cl3 0.491 4.130 -5.914
C11 -0.907 3.436 -6.824
C12 -1.237 2.022 -6.391
Cl4 -2.512 1.351 -7.378
H14 -0.511 3.357 -7.834
H15 -1.710 4.159 -6.731
H16 -1.561 1.964 -5.354
H17 -0.347 1.400 -6.476
Cl5 4.501 4.955 5.182
C13 3.778 3.372 5.542
C14 2.692 3.069 4.553
Cl6 3.297 2.569 2.972
H18 3.365 3.375 6.551
H19 4.511 2.566 5.563
H20 1.994 3.895 4.425
H21 2.077 2.243 4.916
Cl7 -6.141 -2.821 0.311
C15 -4.482 -3.186 0.835
C16 -3.420 -2.790 -0.195
Cl8 -3.558 -3.780 -1.657
H22 -4.519 -4.234 1.117
H23 -4.249 -2.554 1.694
H24 -2.531 -3.057 0.378
H25 -3.406 -1.728 -0.422

Cartesian forces (eV/Å) of the 6 atoms listed first:
Be -1.61 -1.38 3.07
B 2.73 -1.75 0.40
F -1.10 2.17 -0.81
F -1.14 0.81 -0.72
F -0.63 0.12 -0.37
F -0.80 0.32 0.01


Entry 2:
Entry from the Open Molecules 2025 dataset: a molecular structure, C16H25Br2F3N5OPS (wB97M-V/def2-TZVPD).

Output
- HOMO-LUMO gap (Ha) = 0.2926
- highest occupied orbital energy (eV) = -8.507

Cartesian coordinates (Å):
F1 -8.034 -4.982 1.704
C1 -7.203 -4.846 0.659
F2 -7.968 -4.772 -0.444
Br1 -6.100 -6.433 0.556
C2 -6.396 -3.524 0.813
F3 -7.336 -2.563 1.050
Br2 -5.305 -3.670 2.417
C3 -5.579 -3.236 -0.435
C4 -5.129 -1.773 -0.558
C5 -3.865 -1.421 0.214
C6 -2.783 -2.346 0.371
C7 -1.666 -2.052 1.083
C8 -1.569 -0.781 1.696
N1 -0.582 -0.282 2.463
S1 -1.008 1.206 2.823
N2 -2.438 1.349 2.108
C9 -2.626 0.156 1.511
C10 -3.780 -0.176 0.762
H1 -6.194 -3.473 -1.304
H2 -4.744 -3.933 -0.436
H3 -5.061 -1.471 -1.603
H4 -5.921 -1.162 -0.121
H5 -2.833 -3.325 -0.086
H6 -0.873 -2.777 1.204
H7 -4.592 0.525 0.622
O1 2.986 0.110 -1.721
P1 3.585 1.163 -0.852
N3 2.222 2.146 -0.507
C11 2.249 3.540 -0.112
C12 1.091 1.437 0.089
N4 4.627 1.921 -1.985
C13 4.720 3.358 -2.155
C14 4.793 1.256 -3.272
N5 4.564 1.689 0.473
C15 5.976 1.239 0.400
C16 4.055 1.208 1.782
H8 2.603 3.710 0.916
H9 1.238 3.948 -0.176
H10 2.849 4.149 -0.779
H11 1.280 1.141 1.125
H12 0.867 0.532 -0.477
H13 0.188 2.051 0.073
H14 3.843 3.772 -2.669
H15 5.602 3.605 -2.752
H16 4.859 3.866 -1.201
H17 3.943 1.427 -3.943
H18 4.919 0.184 -3.148
H19 5.696 1.629 -3.762
H20 6.062 0.149 0.353
H21 6.510 1.590 1.284
H22 6.482 1.659 -0.462
H23 3.925 0.122 1.807
H24 3.102 1.673 2.029
H25 4.748 1.487 2.574

Cartesian forces (eV/Å) of the 6 atoms listed first:
F 0.06 0.00 -0.11
C -0.19 0.00 0.43
F 0.07 0.04 0.02
Br -0.02 0.07 -0.18
C 0.00 -0.52 -0.05
F 0.03 0.03 -0.22


Entry 3:
Entry from the Open Molecules 2025 dataset: 2 unconnected molecules or ions with the total composition C16H25Br2FN (wB97M-V/def2-TZVPD).

Output
- HOMO-LUMO gap (Ha) = 0.3472
- highest occupied orbital energy (eV) = -11.744
- charge = +1

Cartesian coordinates (Å):
C1 5.333 -0.937 -0.962
C2 3.859 -1.212 -1.014
C3 3.049 -0.726 -2.040
C4 1.679 -0.968 -2.054
C5 1.092 -1.709 -1.029
C6 -0.403 -1.946 -0.985
C7 -1.166 -0.760 -0.372
C8 -1.766 0.330 -1.272
C9 -1.256 1.672 -0.694
C10 -0.028 2.326 -1.314
C11 0.040 2.248 -2.811
F1 1.130 1.815 -0.727
C12 -1.039 1.330 0.775
N1 -0.420 -0.035 0.708
C13 1.900 -2.223 -0.010
C14 3.270 -1.976 -0.001
H1 5.517 -0.130 -0.254
H2 5.737 -0.616 -1.915
H3 5.877 -1.797 -0.593
H4 3.486 -0.144 -2.837
H5 1.049 -0.613 -2.853
H6 -0.801 -2.148 -1.971
H7 -0.573 -2.811 -0.353
H8 -2.004 -1.214 0.151
H9 -1.549 0.145 -2.314
H10 -2.834 0.369 -1.095
H11 -2.013 2.452 -0.692
H12 -0.066 3.384 -1.059
H13 -0.854 2.704 -3.226
H14 0.913 2.771 -3.182
H15 0.079 1.229 -3.179
H16 -1.917 1.357 1.403
H17 -0.281 2.002 1.174
H18 -0.491 -0.581 1.568
H19 0.574 0.121 0.512
H20 1.435 -2.825 0.759
H21 3.875 -2.384 0.792
Br1 -2.507 -1.332 3.095
C15 -3.235 -0.173 4.490
C16 -4.496 0.516 4.044
Br2 -4.133 1.986 2.818
H22 -2.448 0.524 4.759
H23 -3.436 -0.835 5.328
H24 -4.995 0.968 4.897
H25 -5.183 -0.152 3.535

Cartesian forces (eV/Å) of the 6 atoms listed first:
C -0.16 0.30 0.21
C -0.18 -0.23 0.06
C -0.21 -0.04 0.11
C 0.22 -0.35 0.57
C 0.07 -0.14 -0.19
C 0.88 0.58 0.39


Number 1: largest force on an atom 0.0964 hartree/bohr, E -6660.89050 a.u.. Number 2: largest force on an atom 0.1117 hartree/bohr, E -7160.86260 a.u.. Number 3: largest force on an atom 0.0257 hartree/bohr, E -5927.11907 a.u..